Molecular formula: C37H102N6O15
Method: DFT, the ωB97M-V functional and the def2-TZVPD basis

Geometry (Å):
O 4.53 0.70 -3.89
O 8.24 -0.59 0.63
O -2.73 -2.24 3.49
O 5.54 -3.97 3.18
O 0.22 -0.69 -11.51
O 4.19 0.87 2.32
O -6.10 -5.18 0.76
O -2.88 2.93 2.77
O -6.37 2.33 0.42
O -0.80 -1.00 -5.54
O -4.02 -4.14 -2.40
O 0.62 -1.24 -0.37
O 2.04 3.97 5.83
O -1.51 1.01 6.13
O -9.39 5.52 -1.23
N 4.70 3.60 1.67
N -2.31 -3.27 0.44
N -9.09 3.52 0.50
N 6.10 -2.81 0.47
N 0.73 -1.74 -7.98
N -0.40 2.72 4.21
C -8.31 6.47 -1.42
C 5.22 1.19 1.33
C 0.90 -0.48 -7.25
C -0.25 -1.96 0.44
C -9.55 4.81 0.96
C 5.95 -4.83 2.09
C -0.15 1.24 4.16
C -2.64 -1.00 -0.23
C 0.66 3.62 3.67
C 8.91 0.52 0.12
C -5.78 -4.90 2.11
C -5.52 1.57 -0.43
C 7.95 -1.48 -0.43
C 7.52 -2.87 0.18
C 3.19 3.42 6.48
C 0.81 -0.24 -12.73
C -1.17 0.17 7.28
C 5.25 -4.81 4.35
C -10.22 5.70 -0.07
C 5.96 3.05 -0.37
C 5.54 -4.14 0.72
C -3.66 -5.49 -2.56
C 4.93 2.58 0.64
C -4.01 -1.60 3.67
C 1.21 -0.93 -10.48
C 4.74 0.32 -2.52
C 0.32 -1.40 -9.34
C -1.63 -2.21 -0.22
C 0.55 -0.64 -5.70
C 1.96 -1.33 -0.07
C -1.37 0.52 4.78
C -8.36 2.80 1.60
C 2.05 3.63 4.42
C 4.60 -0.28 3.19
C -7.39 1.64 1.02
C -2.66 3.12 1.37
C -1.07 -1.40 -4.24
H -4.65 -1.90 2.84
H -3.99 -0.51 3.79
H 4.43 3.26 2.58
H 6.94 3.09 0.11
H 7.02 -4.98 2.11
H -1.80 3.72 1.09
H -1.33 -2.43 -1.24
H -2.66 -3.00 4.07
H -2.50 -2.98 1.39
H -3.62 -3.74 -1.62
H 5.79 0.43 -2.25
H 0.74 0.95 4.71
H 0.68 0.28 -5.14
H 3.42 3.92 7.42
H 0.05 0.96 3.13
H -5.20 0.60 -0.04
H 4.25 -0.61 -2.25
H -2.60 -5.73 -2.61
H 8.56 0.98 -0.81
H 6.17 -5.13 4.84
H -8.63 7.51 -1.35
H -11.16 5.27 -0.42
H -4.66 2.16 -0.74
H 2.90 2.42 6.80
H -0.16 -2.35 -9.59
H -1.21 -0.56 4.83
H 0.06 -0.02 -13.48
H -8.49 3.62 -0.30
H 1.87 -0.01 -7.37
H -10.28 4.61 1.75
H -8.70 5.22 1.50
H -0.24 -1.32 1.32
H 4.80 -5.77 4.10
H 5.45 -5.80 2.07
H 4.80 -1.16 2.58
H -6.13 1.28 -1.29
H -7.09 0.96 1.82
H -0.62 3.08 5.13
H 8.83 -1.68 -1.04
H 6.11 1.33 1.94
H -2.31 0.81 4.31
H 0.89 3.21 2.68
H 7.61 -3.70 -0.52
H 2.50 -0.92 -0.93
H 5.27 0.42 0.56
H 1.40 -1.01 -13.22
H 5.59 4.02 -0.70
H 4.62 -4.38 5.13
H 6.08 2.31 -1.16
H 0.31 4.64 3.61
H 4.47 -4.06 0.92
H 1.72 -0.03 -10.15
H -7.40 6.35 -0.82
H -0.51 -0.71 -9.23
H 5.60 -4.84 -0.11
H -7.88 1.03 0.26
H 9.96 0.25 -0.02
H 2.42 2.62 4.25
H 2.19 -0.66 0.76
H 5.16 0.15 -4.37
H 3.99 4.20 1.28
H -5.23 -3.96 2.13
H 8.11 -3.16 1.04
H 0.00 -2.07 -7.37
H -4.21 -6.06 -3.31
H -3.68 -1.30 -0.30
H 0.24 0.33 -7.57
H -1.62 -4.00 0.58
H -2.51 -0.45 0.70
H -8.05 6.26 -2.46
H -0.19 -0.29 7.26
H -3.56 3.56 0.94
H -6.65 -4.48 0.39
H -1.19 0.78 8.18
H -2.46 2.17 0.88
H -2.42 -0.31 -1.05
H -10.36 6.73 0.25
H -7.71 3.45 2.19
H -4.59 -1.87 4.55
H -0.31 -2.05 -3.82
H -1.99 -0.55 7.26
H 2.74 4.36 4.01
H -2.05 2.59 3.11
H 2.01 -1.64 -10.71
H 5.42 -0.11 3.88
H -5.07 -5.64 2.47
H -1.34 -0.53 -3.65
H -1.99 -1.98 -4.22
H 4.11 3.40 5.91
H -6.65 -4.88 2.78
H 1.54 0.57 -12.64
H 3.71 -0.54 3.76
H 5.91 -2.21 1.26
H 0.22 -2.82 0.92
H 4.03 2.39 0.05
H 2.26 -2.37 -0.12
H -8.99 2.27 2.31
H -3.88 -5.97 -1.60
H 8.88 1.21 0.97
H 4.35 1.12 -1.89
H 1.37 -1.23 -5.28
H 7.18 -1.09 -1.10

Output
**HOMO**: -8.39 eV
**Electronic energy**: -2927.54848 a.u.
**SMILES string**: COC[C@H](C)N.COC[C@H](C)N.COCCNCCOC.COCCNCCOC.COCCNCCOC.COCCNCCOC.CO.CO.CO.CO.CO
**Largest force on an atom**: 3.16 eV Å⁻¹
**Frontier orbital gap**: 8.5 eV
**Relative energy (zero: lowest compared OMol25 entry of this formula, charge and spin)**: 265.1 kJ/mol

Here are the Mulliken charges for atoms 1 to 99, given in e:
1 O -0.59
2 O -0.29
3 O -0.45
4 O -0.20
5 O -0.27
6 O -0.08
7 O -0.49
8 O -0.57
9 O -0.27
10 O -0.38
11 O -0.51
12 O -0.31
13 O -0.45
14 O -0.43
15 O -0.38
16 N -0.73
17 N -0.47
18 N -0.40
19 N 0.20
20 N -0.44
21 N -0.18
22 C -0.68
23 C -0.36
24 C -0.65
25 C -0.80
26 C -0.55
27 C -0.64
28 C -0.64
29 C -1.28
30 C -1.06
31 C -0.87
32 C -0.33
33 C -0.92
34 C -0.24
35 C -0.84
36 C -0.76
37 C -0.79
38 C -0.73
39 C -0.85
40 C -0.54
41 C -1.08
42 C -0.78
43 C -0.65
44 C 0.23
45 C -0.57
46 C -0.37
47 C -0.01
48 C -0.71
49 C 0.82
50 C -0.76
51 C -0.67
52 C 0.22
53 C -0.63
54 C -0.02
55 C -0.41
56 C -0.59
57 C -0.24
58 C -0.92
59 H 0.06
60 H 0.24
61 H 0.23
62 H 0.28
63 H 0.32
64 H 0.30
65 H 0.19
66 H 0.23
67 H 0.08
68 H 0.28
69 H 0.03
70 H 0.31
71 H 0.48
72 H 0.29
73 H 0.35
74 H 0.30
75 H 0.28
76 H 0.27
77 H 0.30
78 H 0.34
79 H 0.33
80 H 0.30
81 H 0.27
82 H 0.26
83 H 0.34
84 H 0.45
85 H 0.27
86 H 0.31
87 H 0.39
88 H 0.37
89 H 0.36
90 H 0.00
91 H 0.32
92 H 0.49
93 H -0.12
94 H 0.46
95 H 0.37
96 H 0.25
97 H 0.55
98 H 0.39
99 H -0.25

Molecular formula: C2H4NP
Method: DFT, the ωB97M-V functional and the def2-TZVPD basis

Geometry (Å):
P -1.71 -0.28 -0.15
N 0.51 -0.22 0.25
C 1.11 0.36 -0.68
C -0.40 -1.09 0.72
H -0.16 -1.91 1.49
H -2.17 -1.45 0.47
H -2.61 0.93 0.49
H 1.37 0.29 -1.66

Output
**HOMO (alpha / beta)**: -7.73 / -7.73 eV
**Electronic energy**: -474.46353 a.u.
**Largest force on an atom**: 9.62 eV Å⁻¹
**Frontier orbital gap (alpha / beta)**: 7.8 / 7.8 eV
**Relative energy (zero: lowest compared OMol25 entry of this formula, charge and spin)**: 551.8 kJ/mol

Charges per atom according to natural (NBO) partitioning, unit e:
1 P 0.35
2 N -0.28
3 C 0.01
4 C -0.49
5 H 0.26
6 H -0.02
7 H -0.04
8 H 0.21